No. 1
{"formula": "C3H9N3O2", "method": "ωB97M-V with the def2-TZVPD basis set", "energy_ha": -434.25155, "homo_lumo_gap_ev": [8.9, 8.9], "de_lowest_ev": 7.473, "elements": ["C", "C", "N", "N", "C", "O", "O", "N", "H", "H", "H", "H", "H", "H", "H", "H", "H"], "positions_angstrom": [[0.99, 1.82, -0.32], [-1.88, -0.35, 0.96], [0.95, 0.46, 0.18], [-1.32, -0.04, -0.35], [0.40, -0.56, -0.40], [2.60, -0.10, 0.22], [-1.92, -0.83, -1.31], [0.55, -1.76, -0.73], [2.68, -0.29, 1.17], [-1.48, -1.70, -1.26], [1.53, -2.03, -0.70], [1.94, 2.08, -0.79], [0.82, 2.50, 0.51], [0.24, 2.04, -1.08], [-1.72, -1.40, 1.22], [-2.96, -0.13, 0.95], [-1.42, 0.29, 1.72]], "mulliken_charge": [-0.776, -0.818, 0.056, -0.188, 0.651, -0.529, -0.456, -0.721, 0.319, 0.354, 0.279, 0.299, 0.303, 0.336, 0.325, 0.283, 0.282]}



No. 2
{"formula": "C47H75FN8O10", "method": "ωB97M-V with the def2-TZVPD basis set", "energy_ha": -3125.86890, "homo_lumo_gap_ev": 7.3, "smiles": "CC[C@@H](F)C1=C(CCC(=O)Nc2ccccc2)C(=O)C=C(CCc2ccccc2)C1=O.CNC(C)=O.CNC(C)=O.CNC(C)=O.CNC(C)=O.CNC(C)=O.CNC(C)=O.CNC(C)=O", "elements": ["C", "C", "C", "F", "C", "C", "C", "C", "C", "O", "N", "C", "C", "C", "C", "C", "C", "C", "O", "C", "C", "C", "C", "C", "C", "C", "C", "C", "C", "C", "O", "H", "H", "H", "H", "H", "H", "H", "H", "H", "H", "H", "H", "H", "H", "H", "H", "H", "H", "H", "H", "H", "H", "H", "H", "H", "H", "C", "C", "O", "N", "C", "H", "H", "H", "H", "H", "H", "H", "C", "C", "O", "N", "C", "H", "H", "H", "H", "H", "H", "H", "C", "C", "O", "N", "C", "H", "H", "H", "H", "H", "H", "H", "C", "C", "O", "N", "C", "H", "H", "H", "H", "H", "H", "H", "C", "C", "O", "N", "C", "H", "H", "H", "H", "H", "H", "H", "C", "C", "O", "N", "C", "H", "H", "H", "H", "H", "H", "H", "C", "C", "O", "N", "C", "H", "H", "H", "H", "H", "H", "H"], "positions_angstrom": [[1.77, 1.78, 1.79], [2.03, 1.43, 0.22], [1.28, 0.04, -0.06], [0.00, 0.13, 0.64], [1.08, -0.33, -1.60], [2.19, -0.44, -2.48], [3.73, -0.19, -2.12], [4.28, -1.04, -0.88], [4.13, -2.64, -1.07], [5.06, -3.19, -1.75], [3.06, -3.45, -0.50], [2.90, -4.75, -1.20], [2.54, -4.72, -2.73], [2.40, -6.03, -3.56], [2.59, -7.37, -2.78], [2.95, -7.43, -1.25], [3.11, -6.10, -0.42], [1.86, -0.84, -4.01], [2.56, -0.37, -4.94], [0.58, -1.80, -4.26], [-0.52, -1.67, -3.37], [-1.89, -2.48, -3.45], [-2.21, -3.20, -2.05], [-3.76, -3.28, -1.67], [-4.20, -4.41, -0.68], [-5.66, -4.62, -0.17], [-6.79, -3.66, -0.67], [-6.37, -2.52, -1.67], [-4.88, -2.33, -2.16], [-0.38, -0.59, -2.20], [-1.43, 0.02, -1.86], [2.59, 2.44, 2.24], [1.72, 0.81, 2.43], [0.74, 2.28, 1.93], [1.51, 2.27, -0.37], [3.15, 1.43, -0.01], [1.80, -0.87, 0.43], [3.93, 0.94, -2.01], [4.34, -0.52, -3.04], [5.42, -0.85, -0.83], [3.88, -0.68, 0.15], [2.17, -2.94, -0.43], [2.41, -3.67, -3.19], [2.16, -5.93, -4.66], [2.49, -8.33, -3.38], [3.11, -8.44, -0.74], [3.40, -6.16, 0.68], [0.54, -2.56, -5.12], [-2.71, -1.69, -3.65], [-1.94, -3.19, -4.36], [-1.83, -4.29, -2.15], [-1.63, -2.76, -1.15], [-3.38, -5.12, -0.30], [-5.92, -5.46, 0.56], [-7.85, -3.83, -0.30], [-7.22, -1.84, -2.04], [-4.64, -1.46, -2.86], [0.47, 5.83, -1.10], [0.33, 5.25, 0.28], [1.30, 4.88, 0.94], [-0.92, 5.13, 0.81], [-2.18, 5.50, 0.21], [1.53, 5.86, -1.37], [-0.06, 5.21, -1.82], [0.09, 6.86, -1.11], [-0.92, 4.73, 1.74], [-2.66, 6.24, 0.86], [-2.81, 4.61, 0.15], [-2.06, 5.92, -0.79], [-6.35, 2.45, -2.72], [-7.37, 1.36, -2.49], [-7.10, 0.18, -2.67], [-8.61, 1.72, -2.06], [-9.11, 3.05, -1.78], [-5.41, 2.00, -3.06], [-6.70, 3.14, -3.49], [-6.16, 2.99, -1.79], [-9.23, 0.94, -1.93], [-9.43, 3.09, -0.74], [-9.97, 3.23, -2.43], [-8.36, 3.82, -1.96], [1.66, 5.36, 4.42], [1.04, 4.02, 4.70], [0.41, 3.40, 3.85], [1.18, 3.48, 5.95], [1.88, 4.04, 7.08], [1.45, 5.64, 3.39], [1.23, 6.12, 5.08], [2.74, 5.30, 4.56], [0.74, 2.58, 6.05], [2.67, 3.34, 7.38], [1.17, 4.15, 7.90], [2.33, 5.01, 6.86], [5.75, 6.83, -1.67], [4.77, 5.73, -1.35], [3.68, 5.65, -1.89], [5.13, 4.81, -0.42], [6.37, 4.73, 0.34], [5.31, 7.48, -2.43], [5.95, 7.43, -0.78], [6.67, 6.41, -2.07], [4.43, 4.10, -0.26], [6.84, 3.77, 0.12], [6.12, 4.77, 1.40], [7.06, 5.53, 0.09], [-0.97, -7.88, 3.19], [-0.24, -7.46, 1.94], [-0.83, -7.15, 0.91], [1.12, -7.42, 1.98], [2.00, -7.73, 3.09], [-2.05, -7.86, 3.00], [-0.69, -8.90, 3.46], [-0.75, -7.19, 4.01], [1.54, -7.13, 1.11], [2.60, -6.85, 3.31], [2.66, -8.55, 2.78], [1.45, -8.04, 3.98], [-4.46, -7.92, -5.84], [-4.28, -6.61, -5.12], [-3.68, -5.66, -5.63], [-4.81, -6.48, -3.88], [-5.55, -7.46, -3.11], [-3.98, -7.86, -6.82], [-3.99, -8.72, -5.27], [-5.52, -8.13, -5.98], [-4.65, -5.57, -3.46], [-6.53, -7.04, -2.89], [-5.01, -7.63, -2.18], [-5.67, -8.39, -3.65], [5.40, 8.66, 5.88], [4.39, 7.57, 6.13], [4.65, 6.39, 5.95], [3.16, 7.94, 6.56], [2.66, 9.27, 6.83], [6.34, 8.21, 5.54], [5.05, 9.34, 5.10], [5.60, 9.20, 6.80], [2.53, 7.16, 6.71], [2.34, 9.31, 7.87], [1.79, 9.45, 6.19], [3.40, 10.04, 6.64]], "mulliken_charge": [-1.084, 0.189, 0.470, -0.425, 0.532, 0.752, -1.001, -0.210, 0.145, -0.584, -0.159, 0.131, 0.197, -0.683, -0.379, -0.281, -0.700, 0.154, -0.607, -1.008, 0.970, -0.494, -0.484, 0.565, -0.378, -0.509, -0.505, -0.428, -0.439, -0.545, -0.617, 0.291, 0.342, 0.193, 0.190, -0.082, 0.028, 0.297, 0.356, 0.456, 0.249, 0.344, 0.173, 0.334, 0.316, 0.328, 0.521, 0.374, 0.055, 0.391, 0.380, 0.261, 0.400, 0.331, 0.303, 0.338, 0.270, -1.305, 1.001, -0.461, -0.118, -1.065, 0.003, 0.397, 0.455, 0.212, 0.295, 0.311, 0.413, -1.254, 0.746, -0.590, -0.182, -0.856, 0.247, 0.353, 0.366, 0.228, 0.280, 0.290, 0.331, -0.605, 0.552, -0.647, -0.175, -0.606, -0.081, 0.327, 0.259, 0.274, 0.285, 0.297, 0.078, -1.461, 0.929, -0.679, -0.017, -0.928, 0.300, 0.388, 0.384, 0.103, 0.291, 0.283, 0.361, -1.362, 0.810, -0.666, 0.042, -0.934, 0.271, 0.375, 0.369, 0.071, 0.299, 0.283, 0.395, -1.346, 0.894, -0.648, 0.004, -0.865, 0.294, 0.357, 0.360, 0.062, 0.284, 0.236, 0.379, -1.501, 1.057, -0.633, -0.087, -0.960, 0.314, 0.360, 0.381, 0.108, 0.309, 0.274, 0.380]}



No. 3
{"formula": "C2H4IPS", "method": "ωB97M-V with the def2-TZVPD basis set", "energy_ha": -1115.79564, "homo_lumo_gap_ev": 8.1, "smiles": "CC(=S)PI", "de_lowest_ev": 0.837, "elements": ["C", "C", "P", "S", "I", "H", "H", "H", "H"], "positions_angstrom": [[0.60, -0.56, 0.02], [0.80, 0.79, -0.49], [-1.36, -1.32, -0.08], [1.70, -1.57, 0.65], [-2.70, 0.69, 0.27], [1.70, 1.25, -0.03], [-0.12, 1.39, 0.03], [0.64, 0.88, -1.62], [-1.27, -1.54, 1.26]], "mulliken_charge": [0.169, -0.768, 0.024, -0.202, -0.032, 0.296, 0.150, 0.266, 0.097]}